{
  "formula": "C5H10O",
  "method": "ωB97M-V/def2-TZVPD",
  "symbols": ["C", "C", "C", "O", "C", "C", "H", "H", "H", "H", "H", "H", "H", "H", "H", "H"],
  "coordinates": [[-0.997, -1.560, 1.106], [-1.015, -0.450, 0.083], [0.270, 0.317, -0.048], [0.656, 0.960, 1.149], [1.703, 0.464, -0.685], [0.556, 1.125, -1.265], [-1.969, -2.036, 1.238], [-0.679, -1.206, 2.086], [-0.288, -2.325, 0.795], [-1.787, 0.291, 0.372], [-1.318, -0.798, -0.906], [-0.004, 1.626, 1.365], [2.458, 1.108, -0.233], [2.041, -0.448, -1.090], [0.575, 2.193, -1.174], [0.241, 0.823, -2.249]],
  "atomic_forces_ev_per_a": [[0.140, -0.442, 0.217], [0.095, -0.424, -0.271], [2.006, 1.887, 0.467], [-1.505, 1.073, 1.277], [0.126, -2.375, -0.522], [-0.571, 1.473, -0.751], [-0.058, 0.050, -0.129], [0.036, 0.122, -0.076], [0.042, -0.162, 0.045], [0.397, -0.028, -0.143], [-0.003, -0.187, 0.031], [-0.323, 0.197, 0.398], [-0.474, -0.715, 0.519], [0.772, -0.612, -1.088], [-0.186, 0.550, 0.082], [-0.492, -0.406, -0.058]],
  "lowdin_charge": [-0.102, -0.188, -0.456, -0.033, -0.063, -0.121, 0.070, 0.073, 0.076, 0.126, 0.115, 0.096, 0.114, 0.081, 0.105, 0.109],
  "smiles": "CCC1(O)CC1",
  "homo_lumo_gap_ev": 10.18,
  "relative_energy_ev": 2.402,
  "e_homo_ev": -9.1
}